Entry 1:
Computed, not measured: C34H32N4O4P2RhSSe as an isolated structure, with ωB97M-V/def2-TZVPD.

The geometry in XYZ format:
```
79
C34H32N4O4P2RhSSe, DFT ωB97M-V/def2-TZVPD
C -0.247 -2.136 4.559
C -3.548 -0.399 -2.511
H -0.471 0.989 -2.856
H 4.445 -0.624 -0.553
H -1.184 3.025 -1.338
H -5.888 1.081 3.134
N 4.410 1.466 -0.501
C 3.278 -4.217 -0.471
C -0.441 -4.328 3.579
C -4.974 1.592 1.263
S 2.036 0.760 -1.545
H 2.492 -3.415 1.354
O 1.268 3.309 4.017
C 1.887 5.168 -0.490
C -3.081 0.250 0.612
H 6.033 0.184 -0.571
C 1.712 3.800 0.105
H -0.267 -1.491 5.427
C -0.479 -3.497 4.692
H 4.210 4.304 1.066
N 0.592 3.047 -0.372
C 5.014 0.217 -0.946
H 4.070 -4.762 0.026
H 0.202 -0.537 3.200
C -1.854 0.639 -4.458
C 0.913 5.714 -1.256
H -1.368 -3.675 -0.675
N 2.950 3.008 -0.110
H -0.615 -5.391 3.689
Rh 0.477 0.809 0.385
H -0.123 -4.453 1.465
C -0.172 -3.799 2.328
C -3.952 -0.363 -3.836
O 2.108 1.464 2.109
C -2.009 -2.808 -0.513
H 2.016 -3.650 -3.563
C 0.051 -2.428 2.185
C 4.137 3.403 0.484
H -3.879 1.879 -0.552
H -5.662 2.401 1.057
C -4.213 -0.182 2.695
H -4.302 -0.756 3.608
H -1.049 5.375 -2.127
H 0.443 -2.282 -2.243
H -0.683 -3.916 5.669
H -3.427 0.185 -5.841
C -3.106 0.155 -4.809
O -0.392 2.188 2.109
H 1.024 6.718 -1.643
H -2.693 -3.022 0.310
H 5.018 0.167 -2.032
P -1.652 -0.021 -0.458
H -4.929 -0.739 -4.112
C -5.101 0.850 2.429
H -2.495 -1.269 2.022
C 1.360 -2.766 -0.359
C 2.123 -3.594 -2.487
C 5.046 2.447 0.232
C 3.123 1.798 -0.701
C -1.445 0.602 -3.133
C -3.967 1.297 0.358
H -1.197 1.048 -5.214
C -0.239 4.967 -1.542
C 1.236 -2.829 -1.745
C 2.390 -3.459 0.276
C 3.144 -4.286 -1.852
N -1.181 -1.635 -0.240
C -2.288 0.083 -2.150
H 2.787 5.707 -0.230
C -0.320 3.630 -1.077
C 0.016 -1.600 3.306
C -3.200 -0.476 1.795
H -2.587 -2.645 -1.423
H -4.214 -0.797 -1.756
P 0.304 -1.645 0.580
Se 1.102 2.656 2.586
H 6.080 2.368 0.516
H 3.834 -4.885 -2.432
O 1.564 4.027 1.496
```

As for the energy relative to the best compared isomer or geometry (same formula, charge and spin): 0.0 kcal per mole. The value obtained for the HOMO energy (alpha / beta) is -9.7 / -11.3 eV. For the total energy, the calculation gives -5427.39592 a.u. Its net charge is +1. As for the spin multiplicity: 5. As for the HOMO-LUMO gap (alpha / beta): 7.69 / 6.63 eV. The expectation value of S² is 6.049.

---

Entry 2:
Computed, not measured: C4H6HgO3 as an isolated structure, with ωB97M-V/def2-TZVPD.

The geometry in XYZ format:
```
14
C4H6HgO3, DFT ωB97M-V/def2-TZVPD
O 0.426 0.976 -1.387
H -3.140 -0.224 1.324
H 2.626 -1.212 -0.052
C -2.185 -0.364 1.867
Hg -1.008 -1.153 -0.738
O -1.124 -0.452 1.248
C -0.911 1.103 -1.133
H 1.449 -0.657 -2.099
H 2.768 0.549 -0.275
H -2.169 -0.018 2.916
O -1.388 2.216 -1.361
H 1.641 -0.110 0.924
C 2.050 -0.273 -0.088
C 0.964 -0.379 -1.145
```

As for the energy relative to the best compared isomer or geometry (same formula, charge and spin): 0.0 kcal per mole. The value obtained for the HOMO energy (alpha / beta) is -1.6 / -2.8 eV. For the total energy, the calculation gives -535.01009 a.u. Its net charge is -1. As for the spin multiplicity: 2. As for the HOMO-LUMO gap (alpha / beta): 4.65 / 6.20 eV. The expectation value of S² is 0.760.

---

Entry 3:
Computed, not measured: a 3-piece molecular cluster, C18H41N4O6 overall, with ωB97M-V/def2-TZVPD.

The geometry in XYZ format:
```
69
C18H41N4O6, DFT ωB97M-V/def2-TZVPD
O -0.093 -2.136 -7.109
C -0.881 3.078 2.498
H -2.396 5.899 1.414
H 1.595 -1.720 -5.962
H 1.851 -2.276 -7.600
H 1.042 -4.551 -7.002
C -2.891 4.402 2.872
C 2.413 -3.201 2.145
H -0.834 0.012 -5.721
H 0.270 -2.756 -0.579
O 0.119 -1.095 -4.232
O -2.242 3.341 2.170
H 2.418 -3.931 2.987
C -0.408 -1.690 1.023
H -0.992 -0.136 2.001
H -3.085 6.539 2.928
H -1.369 1.643 4.025
C -0.615 -2.285 3.331
O -1.112 6.037 3.047
H 3.495 -0.607 0.930
H -0.263 3.961 2.338
H 3.936 0.014 2.620
H 0.052 -3.107 3.667
H -0.347 -5.618 -5.680
C 0.339 -1.046 3.081
N -1.091 -2.568 1.918
H 2.537 -4.059 -6.167
H -2.858 4.236 3.948
C -0.672 2.480 3.883
H -0.067 -0.259 3.796
C 0.323 -5.393 -4.845
O 0.881 -4.100 -4.974
H -0.268 6.397 1.183
H 4.577 -1.582 1.957
O -0.841 3.460 4.892
C 3.701 -0.879 1.998
H -2.036 -1.982 -6.625
H 3.319 -3.430 1.529
H 0.196 0.769 -3.335
H -0.122 -1.085 -0.880
H -0.800 -3.524 1.677
C -1.478 2.959 6.050
C 2.517 -1.710 2.603
H -1.881 -0.823 -4.548
H 1.720 -0.148 -3.399
C 1.241 -2.434 -6.706
N -0.046 -0.478 1.765
H 0.726 6.784 2.594
H 1.113 -6.147 -4.785
C 0.813 0.106 -3.952
H -0.633 7.849 2.170
N -0.083 -1.870 -0.234
C -0.289 6.812 2.196
H 1.529 -3.438 1.506
H 1.111 0.619 -4.871
H -1.723 3.806 6.693
C -0.964 -0.907 -5.141
C 1.461 -3.870 -6.255
H -1.143 -3.035 -5.553
H -0.263 -5.417 -3.925
H -0.549 2.335 1.765
H -0.809 2.285 6.595
N 1.750 -1.104 3.468
H -1.411 -2.009 4.057
C -2.402 5.794 2.503
C -1.088 -2.088 -6.091
H -3.942 4.336 2.581
H 0.354 2.100 3.967
H -2.411 2.442 5.800
```

The value obtained for the HOMO energy is -11.1 eV. For the total energy, the calculation gives -1380.42548 a.u. Its net charge is +1. As for the spin multiplicity: 1. As for the HOMO-LUMO gap: 6.69 eV.

---

Entry 4:
Computed, not measured: a 2-piece molecular cluster, BrH2O2PS overall, with ωB97M-V/def2-TZVPD.

The geometry in XYZ format:
```
7
BrH2O2PS, DFT ωB97M-V/def2-TZVPD
S 0.771 -2.191 -4.979
H 0.352 -1.761 0.494
P 1.672 -2.659 -3.334
O 2.772 -1.998 -2.678
O 0.412 -0.791 0.424
H 0.570 -0.123 1.151
Br 0.661 -4.173 -2.018
```

As for the energy relative to the best compared isomer or geometry (same formula, charge and spin): 43.1 kcal per mole. The value obtained for the HOMO energy is -10.3 eV. For the total energy, the calculation gives -3465.25773 a.u. Its net charge is 0. As for the structure (SMILES): O=P(=S)Br.O. As for the spin multiplicity: 1. As for the HOMO-LUMO gap: 8.83 eV.

---

Entry 5:
Computed, not measured: one molecule with the formula C7H8N4, with ωB97M-V/def2-TZVPD.

The geometry in XYZ format:
```
19
C7H8N4, DFT ωB97M-V/def2-TZVPD
C 3.047 -1.123 0.419
C -1.155 0.224 -0.851
H 2.347 -2.175 -1.286
C -0.924 0.849 0.526
H 0.288 -0.933 -2.081
H -0.134 0.844 2.271
C 0.206 0.804 1.158
C 1.003 -0.714 -0.165
C 0.069 -0.450 -1.127
C 1.243 0.036 0.899
H -2.532 1.343 -1.409
H -2.565 0.180 -2.392
N 2.162 -1.391 -0.523
H 4.114 -1.476 0.326
N -2.390 0.333 -1.343
H -2.994 0.620 1.262
H -2.200 1.928 1.902
N -2.229 1.297 1.140
N 2.645 -0.196 1.273
```

As for the energy relative to the best compared isomer or geometry (same formula, charge and spin): 74.8 kcal per mole. The value obtained for the HOMO energy is -7.6 eV. For the total energy, the calculation gives -490.45405 a.u. Its net charge is 0. As for the structure (SMILES): Nc1cc2nc[nH]c2cc1N. As for the spin multiplicity: 1. As for the HOMO-LUMO gap: 8.42 eV.

---

Entry 6:
Computed, not measured: one molecule with the formula C2H2N2OS2, with ωB97M-V/def2-TZVPD.

The geometry in XYZ format:
```
9
C2H2N2OS2, DFT ωB97M-V/def2-TZVPD
S -0.639 1.137 1.725
O 0.560 -0.551 -1.646
C -0.093 0.769 0.105
H 1.254 1.081 -2.375
S 0.072 -2.012 0.486
C 0.226 -0.633 -0.379
N 0.394 0.827 -1.980
N 0.087 1.554 -0.915
H -0.847 -0.160 2.080
```

As for the energy relative to the best compared isomer or geometry (same formula, charge and spin): 40.3 kcal per mole. The value obtained for the HOMO energy is -9.1 eV. For the total energy, the calculation gives -1058.44937 a.u. Its net charge is 0. As for the structure (SMILES): S=c1o[nH]nc1S. As for the spin multiplicity: 1. As for the HOMO-LUMO gap: 8.63 eV.

---

Entry 7:
Computed, not measured: one molecule with the formula C5H12N2, with ωB97M-V/def2-TZVPD.

The geometry in XYZ format:
```
19
C5H12N2, DFT ωB97M-V/def2-TZVPD
H -1.352 -1.047 1.014
H 1.178 1.936 1.166
C 0.910 0.945 1.487
C -1.205 -0.558 -0.007
H 0.185 0.411 -1.356
N -2.258 0.135 -1.966
C 1.096 -0.250 0.546
H 2.587 -1.322 -0.048
H -2.777 0.970 -2.293
H 0.489 -1.246 -1.218
H 3.086 -0.182 1.012
H -2.606 0.666 0.098
N 2.469 -0.315 0.122
H 0.687 -1.071 1.145
C 0.098 -0.320 -0.625
C -2.315 -0.074 -0.633
H -0.189 0.906 1.732
H 1.411 0.635 2.452
H -1.491 -0.216 -2.627
```

As for the energy relative to the best compared isomer or geometry (same formula, charge and spin): 78.8 kcal per mole. The value obtained for the HOMO energy is -7.3 eV. For the total energy, the calculation gives -307.10369 a.u. Its net charge is 0. As for the structure (SMILES): C[C@H](N)C/C=C\N. As for the spin multiplicity: 1. As for the HOMO-LUMO gap: 8.32 eV.

---

Entry 8:
Computed, not measured: one molecule with the formula C9H12N2, with ωB97M-V/def2-TZVPD.

The geometry in XYZ format:
```
23
C9H12N2, DFT ωB97M-V/def2-TZVPD
C 1.211 -0.930 -1.155
C -1.542 1.613 -0.659
C -2.864 1.018 1.329
H -3.625 1.227 2.224
H -1.238 2.318 -1.519
H 2.975 0.517 -0.776
H 2.191 -0.516 -3.094
H 1.332 -0.565 1.125
C -1.856 0.122 1.622
H 0.101 -1.816 1.363
H 2.457 -2.168 -2.522
C 0.339 -0.744 1.451
H 0.606 -1.768 -0.628
N 0.303 0.244 -1.186
H 0.378 -0.265 2.482
C -2.639 1.607 0.078
N -0.832 -0.143 0.754
C 2.179 -1.189 -2.135
C -0.599 0.539 -0.437
H -1.668 -0.017 2.742
H -3.158 2.596 -0.131
H 3.189 -1.139 -0.043
C 2.761 -0.540 -0.887
```

As for the energy relative to the best compared isomer or geometry (same formula, charge and spin): 130.5 kcal per mole. The value obtained for the HOMO energy is -7.4 eV. For the total energy, the calculation gives -459.47949 a.u. Its net charge is 0. As for the structure (SMILES): Cn1cccc/c1=N/C1CC1. As for the spin multiplicity: 1. As for the HOMO-LUMO gap: 8.20 eV.